1.
Density functional theory data (ωB97M-V/def2-TZVPD) for C22H43As3BrN4OPPb as an isolated structure.

Computed properties:
Frontier orbital gap = 0.267 hartree
DFT total energy = -298600.28458 eV
Energy relative to the best compared isomer or geometry (same formula, charge and spin) = 0.145 eV

Structure (ORCA input):
```
! wB97M-V def2-TZVPD RIJCOSX def2/J DEFGRID3
* xyz 2 1
Pb -0.631 -0.992 -1.952
C 3.645 -1.183 -2.156
As 2.121 -0.996 -0.978
C 2.312 -2.634 0.052
C 2.625 0.313 0.387
C 2.484 1.821 0.098
C 3.002 2.564 1.338
C 1.004 2.269 -0.035
As -0.087 1.825 -1.598
C -1.633 2.946 -1.256
C 0.630 2.802 -3.110
C 3.265 2.237 -1.163
As 5.253 2.285 -1.381
C 5.601 4.023 -0.556
C 6.019 1.196 0.061
H 3.928 -0.240 -2.614
H 3.389 -1.897 -2.936
H 4.473 -1.574 -1.572
H 3.209 -2.573 0.668
H 2.409 -3.475 -0.633
H 1.445 -2.802 0.690
H 3.663 0.087 0.621
H 2.040 0.035 1.265
H 2.364 2.372 2.205
H 3.018 3.644 1.162
H 4.014 2.250 1.593
H 0.970 3.359 0.012
H 0.422 1.900 0.817
H -1.308 3.985 -1.268
H -2.091 2.726 -0.296
H -2.367 2.796 -2.046
H 0.958 3.776 -2.754
H -0.180 2.932 -3.825
H 1.456 2.287 -3.589
H 3.008 3.271 -1.415
H 2.916 1.636 -2.005
H 5.020 4.793 -1.064
H 6.657 4.254 -0.696
H 5.376 4.036 0.508
H 5.827 0.136 -0.081
H 5.713 1.503 1.061
H 7.097 1.342 -0.021
O -6.960 -3.922 -1.946
C -5.822 -3.230 -1.982
C -5.752 -1.838 -2.012
C -4.506 -1.254 -2.050
N -3.352 -1.946 -2.049
C -3.463 -3.266 -2.018
Br -1.830 -4.247 -1.997
C -4.640 -3.969 -1.984
H -7.735 -3.347 -1.985
H -6.647 -1.227 -2.022
H -4.418 -0.174 -2.104
H -4.671 -5.051 -1.971
C -2.236 0.084 3.497
N -3.260 -0.066 2.458
C -3.881 -1.390 2.590
N -2.910 -2.486 2.547
C -1.898 -2.274 3.584
N -1.227 -0.977 3.463
C -0.374 -0.898 2.292
P -1.393 -1.107 0.726
C -2.713 0.153 1.130
C -2.324 -2.654 1.230
H -2.727 0.055 4.467
H -1.748 1.054 3.388
H -4.617 -1.526 1.797
H -4.396 -1.427 3.548
H -1.159 -3.074 3.540
H -2.388 -2.312 4.555
H 0.388 -1.676 2.327
H 0.126 0.070 2.263
H -3.503 0.094 0.380
H -2.268 1.146 1.079
H -1.632 -3.495 1.225
H -3.101 -2.855 0.494
*
```

=====

2.
Density functional theory data (ωB97M-V/def2-TZVPD) for one molecule with the formula C3H9NO2 at a distorted geometry.

Computed properties:
Frontier orbital gap = 0.362 hartree
DFT total energy = -8841.33150 eV
Energy relative to the best compared isomer or geometry (same formula, charge and spin) = 1.624 eV

Structure (ORCA input):
```
! wB97M-V def2-TZVPD RIJCOSX def2/J DEFGRID3
* xyz 0 1
C 0.812 -0.865 0.262
O 1.056 -1.355 1.608
C -0.482 -0.066 0.266
C -0.925 0.184 -1.169
O 0.164 0.637 -1.943
N -0.318 1.204 0.987
H 0.664 -1.743 -0.379
H 1.646 -0.259 -0.062
H 1.982 -1.618 1.633
H -1.214 -0.635 0.839
H -1.299 -0.751 -1.596
H -1.734 0.911 -1.136
H -0.007 1.544 -2.204
H -0.963 1.301 1.744
H 0.619 1.511 1.150
*
```

=====

3.
Density functional theory data (ωB97M-V/def2-TZVPD) for a 2-piece molecular cluster, C4H5P overall at a distorted geometry.

Computed properties:
Frontier orbital gap = 0.370 hartree
DFT total energy = -13512.27710 eV
Energy relative to the best compared isomer or geometry (same formula, charge and spin) = 3.637 eV

Structure (ORCA input):
```
! wB97M-V def2-TZVPD RIJCOSX def2/J DEFGRID3
* xyz 0 1
C -0.449 -0.625 1.948
C 0.607 -0.357 2.358
C 0.417 -0.112 -0.869
C 0.001 0.194 -2.062
P -0.222 1.612 -1.022
H -1.346 -0.885 1.397
H 1.622 -0.086 2.482
H 1.099 -0.938 -0.651
H -0.221 -0.116 -3.026
H -1.509 1.313 -0.555
*
```

=====

4.
Density functional theory data (ωB97M-V/def2-TZVPD) for C20H30B2BeFN2O20 as an isolated structure at a distorted geometry.

Computed properties:
Frontier orbital gap = 0.297 hartree
DFT total energy = -69636.17973 eV

Structure (ORCA input):
```
! wB97M-V def2-TZVPD RIJCOSX def2/J DEFGRID3
* xyz -1 1
Be 21.028 -30.182 8.617
O 23.510 -29.320 12.663
C 24.281 -28.861 11.877
O 25.611 -28.780 12.039
B 26.268 -28.258 10.786
O 25.158 -28.183 9.859
C 24.049 -28.556 10.379
O 23.045 -28.794 9.726
O 27.337 -29.178 10.318
C 28.528 -28.618 10.553
O 29.626 -29.076 10.359
C 28.299 -27.180 11.111
O 26.973 -27.003 11.088
O 29.201 -26.440 11.348
O 13.001 -30.740 13.098
C 14.098 -31.080 12.708
O 14.540 -31.019 11.458
B 15.957 -31.362 11.475
O 16.339 -31.737 12.820
C 15.266 -31.567 13.638
O 15.185 -31.827 14.797
O 16.190 -32.574 10.601
C 17.304 -32.321 9.883
O 17.899 -33.029 9.108
C 17.644 -30.838 10.092
O 16.787 -30.304 10.877
O 18.577 -30.255 9.573
F 21.046 -30.709 11.108
C 19.074 -27.079 8.979
O 20.264 -27.657 8.427
C 20.707 -26.833 7.399
C 21.810 -27.438 6.523
N 21.958 -28.913 6.498
C 23.144 -29.253 5.701
C 22.804 -29.646 4.205
O 21.568 -30.296 4.222
C 20.817 -30.149 3.049
H 19.340 -26.070 9.303
H 18.736 -27.633 9.851
H 18.244 -27.009 8.273
H 21.089 -25.861 7.723
H 19.882 -26.667 6.696
H 22.750 -27.001 6.864
H 21.640 -26.935 5.566
H 21.288 -29.184 5.779
H 23.587 -30.199 6.019
H 23.919 -28.505 5.861
H 23.589 -30.323 3.867
H 22.755 -28.701 3.657
H 20.287 -29.191 3.074
H 20.024 -30.895 2.983
H 21.338 -30.214 2.092
C 18.432 -29.801 5.971
O 19.435 -30.594 6.616
C 19.444 -31.903 6.004
C 20.647 -32.725 6.532
N 20.590 -32.544 7.981
C 21.661 -33.221 8.733
C 23.031 -32.767 8.342
O 23.198 -31.312 8.247
C 24.528 -30.885 8.264
H 17.488 -30.100 6.426
H 18.457 -29.744 4.881
H 18.735 -28.774 6.193
H 19.366 -31.980 4.921
H 18.586 -32.333 6.532
H 21.533 -32.348 6.011
H 20.701 -33.751 6.153
H 19.663 -32.865 8.245
H 21.479 -34.300 8.741
H 21.519 -33.039 9.803
H 23.297 -33.084 7.333
H 23.688 -33.112 9.141
H 25.260 -31.429 7.663
H 25.006 -30.728 9.236
H 24.540 -29.841 7.947
*
```

=====

5.
Density functional theory data (ωB97M-V/def2-TZVPD) for C10H12BrFeNP as an isolated structure at a distorted geometry.

Computed properties:
Frontier orbital gap (spin up / spin down) = 0.136 / 0.283 hartree
DFT total energy = -125767.27503 eV

Structure (ORCA input):
```
! wB97M-V def2-TZVPD RIJCOSX def2/J DEFGRID3
* xyz -1 5
C 1.574 0.322 -2.642
C 0.408 0.578 -3.428
C -0.487 -0.560 -3.267
C 0.026 -1.452 -2.245
C 1.340 -1.012 -1.844
Fe 0.025 0.253 -1.603
P -0.166 2.189 -0.836
H 2.337 1.094 -2.613
H 0.056 1.495 -3.897
H -1.434 -0.682 -3.737
H 1.804 -1.596 -1.020
H -0.520 -2.283 -1.808
H -1.274 2.385 -0.020
H -0.028 3.395 -1.535
H 0.935 2.238 0.008
Br -0.795 -3.603 3.140
C -0.684 -1.742 2.800
C -0.453 -0.918 3.926
C -0.196 0.424 3.598
C -0.152 0.873 2.249
N -0.373 0.049 1.230
C -0.690 -1.231 1.493
H -0.396 -1.351 4.953
H 0.008 1.106 4.412
H 0.070 1.925 1.999
H -0.936 -1.895 0.689
*
```

=====

6.
Density functional theory data (ωB97M-V/def2-TZVPD) for C4H5NO as an isolated structure.

Computed properties:
Frontier orbital gap = 0.348 hartree
DFT total energy = -7762.42196 eV
Energy relative to the best compared isomer or geometry (same formula, charge and spin) = 4.104 eV

Structure (ORCA input):
```
! wB97M-V def2-TZVPD RIJCOSX def2/J DEFGRID3
* xyz 0 1
O 2.170 -0.141 -0.318
C 0.833 -0.017 -0.153
C -0.067 -0.981 -0.519
N -1.318 -0.481 -0.151
C -1.241 0.932 0.391
C 0.132 1.080 0.440
H 2.592 0.666 0.004
H 0.078 -1.971 -0.928
H -2.174 -0.760 -0.619
H -1.621 -0.276 0.975
H 0.617 1.949 0.879
*
```

=====

7.
Density functional theory data (ωB97M-V/def2-TZVPD) for one molecule with the formula C14H23N.

Computed properties:
Frontier orbital gap = 0.315 hartree
DFT total energy = -16381.71294 eV
Energy relative to the best compared isomer or geometry (same formula, charge and spin) = 0.049 eV

Structure (ORCA input):
```
! wB97M-V def2-TZVPD RIJCOSX def2/J DEFGRID3
* xyz 0 1
C 5.805 -1.094 -0.033
C 4.701 -0.279 -0.696
C 3.347 -0.990 -0.709
C 2.759 -1.190 0.688
C 1.321 -1.728 0.667
C 0.249 -0.656 0.867
C 0.176 0.371 -0.270
N -0.915 1.305 -0.121
C -2.242 0.945 -0.242
C -2.663 -0.186 -0.943
C -4.013 -0.447 -1.089
C -4.964 0.397 -0.548
C -4.567 1.530 0.154
C -3.217 1.787 0.301
H -2.897 2.665 0.848
C -5.595 2.455 0.735
H -6.135 2.963 -0.064
H -6.322 1.897 1.324
H -5.133 3.207 1.369
H -6.016 0.180 -0.667
H -4.324 -1.328 -1.633
H -1.945 -0.863 -1.378
H -0.755 2.009 0.586
H 1.097 0.958 -0.307
H 0.066 -0.144 -1.228
H -0.727 -1.143 0.947
H 0.432 -0.132 1.809
H 1.140 -2.246 -0.277
H 1.201 -2.463 1.466
H 3.392 -1.892 1.233
H 2.785 -0.242 1.231
H 3.460 -1.965 -1.191
H 2.654 -0.404 -1.315
H 4.599 0.679 -0.179
H 4.991 -0.066 -1.728
H 5.892 -2.070 -0.506
H 6.760 -0.582 -0.127
H 5.603 -1.240 1.024
*
```